Here is the molecule C2H3FS in a non-equilibrium geometry from the Open Molecules 2025 dataset. Energies are from ωB97M-V/def2-TZVPD.

Geometry as XYZ:
```
7
Properties=species:S:1:pos:R:3:nbo_charge:R:1
C 0.7640 -0.3090 0.2099 -0.3082
C -0.5495 0.2303 -0.2493 -0.0083
F -1.4677 -0.7134 -0.2515 -0.3351
S 2.3134 0.0016 -0.1418 0.0864
H 0.4325 -1.1501 0.8249 0.1928
H -0.6169 0.9881 -1.1168 0.1987
H -0.8758 0.9525 0.7248 0.1737
```

For the relative energy (zero: lowest compared OMol25 entry of this formula, charge and spin), the calculation gives 22.4 kcal/mol. Its SMILES is FCC=S. Its charge is 0. For the total energy, the calculation gives -15673.5464 eV. For the largest force on an atom, the calculation gives 6.1 eV/Å. Its HOMO energy is -9.10 eV. The gap between HOMO and LUMO is 8.55 eV. The spin multiplicity is 1.

---

Here is a structure of composition C2H3FeO3 in a non-equilibrium geometry from the Open Molecules 2025 dataset. Energies are from ωB97M-V/def2-TZVPD.

Geometry as XYZ:
```
9
Properties=species:S:1:pos:R:3:nbo_charge:R:1
O -1.6180 0.8036 -0.9020 -0.4867
C -0.6389 0.4916 -0.2796 0.7213
O 0.0734 -0.5565 -0.3379 -0.8788
C 1.3465 0.8869 2.5627 0.3594
O 1.7847 -0.2298 2.1619 -0.7209
Fe 1.4315 -1.3046 0.6687 1.6437
H 1.2681 1.0351 3.6528 0.2070
H 1.7345 1.7813 2.0446 0.1979
H -0.2522 1.1690 0.8064 -0.0430
```

For the relative energy (zero: lowest compared OMol25 entry of this formula, charge and spin), the calculation gives 62.9 kcal/mol. Its charge is +1. For the total energy, the calculation gives -42641.4884 eV. For the largest force on an atom, the calculation gives 4.8 eV/Å. Its HOMO energy (alpha / beta) is -14.14 / -14.08 eV. The gap between HOMO and LUMO (alpha / beta) is 7.59 / 7.01 eV. The spin multiplicity is 5. Its expectation value of S² is 6.010.

---

Here is the molecule C2H3I in a non-equilibrium geometry from the Open Molecules 2025 dataset. Energies are from ωB97M-V/def2-TZVPD.

Geometry as XYZ:
```
6
Properties=species:S:1:pos:R:3:nbo_charge:R:1
C -0.6536 -0.4327 -0.0125 -0.3922
C 0.4356 0.5353 -0.0003 -0.4270
I 2.4523 0.0096 -0.0075 0.1796
H -1.7324 -0.1964 -0.0923 0.2072
H -0.5975 -1.5311 0.0247 0.2019
H 0.0955 1.6153 0.0878 0.2304
```

For the relative energy (zero: lowest compared OMol25 entry of this formula, charge and spin), the calculation gives 16.8 kcal/mol. Its SMILES is C=CI. Its charge is 0. For the total energy, the calculation gives -10221.5984 eV. For the largest force on an atom, the calculation gives 5.9 eV/Å. Its HOMO energy is -9.00 eV. The gap between HOMO and LUMO is 9.52 eV. The spin multiplicity is 1.

---

Here is a structure of composition C2H3I2NO in a non-equilibrium geometry from the Open Molecules 2025 dataset. Energies are from ωB97M-V/def2-TZVPD.

Geometry as XYZ:
```
9
Properties=species:S:1:pos:R:3:nbo_charge:R:1
C 1.2358 -0.1372 -0.2350 0.5145
C 0.1376 -1.0622 -0.4703 -0.3294
N 1.0326 0.8864 0.6247 -0.7912
O 2.3011 -0.3363 -0.7964 -0.5371
I -1.7690 -0.8587 0.2526 0.5927
I -5.1446 0.7064 0.0508 -0.5101
H 0.2856 -1.8232 -1.2192 0.2361
H 0.1320 1.0897 1.0268 0.4052
H 1.7889 1.5350 0.7659 0.4193
```

For the relative energy (zero: lowest compared OMol25 entry of this formula, charge and spin), the calculation gives 62.3 kcal/mol. Its charge is 0. For the total energy, the calculation gives -21858.6720 eV. For the largest force on an atom, the calculation gives 2.4 eV/Å. Its HOMO energy (alpha / beta) is -8.22 / -8.22 eV. The gap between HOMO and LUMO (alpha / beta) is 4.00 / 4.00 eV. The spin multiplicity is 1.

---

Here is a structure of composition C2H3I2NO2 in a non-equilibrium geometry from the Open Molecules 2025 dataset. Energies are from ωB97M-V/def2-TZVPD.

Geometry as XYZ:
```
10
Properties=species:S:1:pos:R:3:nbo_charge:R:1
C 0.5293 0.7372 -0.5422 -0.5884
C -0.4975 0.0100 0.3930 -0.2893
N 0.1397 -1.3114 0.5626 0.4989
O 0.6339 -1.4735 1.6402 -0.3468
O 0.0999 -2.1021 -0.3578 -0.3706
I -0.1874 2.7041 -1.0870 0.1293
I -2.3178 -0.1851 -0.6914 0.1850
H 0.6245 0.0290 -1.4067 0.2548
H 1.5362 1.0102 0.1503 0.2656
H -0.5608 0.5817 1.3388 0.2615
```

For the relative energy (zero: lowest compared OMol25 entry of this formula, charge and spin), the calculation gives 66.5 kcal/mol. Its charge is 0. For the total energy, the calculation gives -23905.1988 eV. For the largest force on an atom, the calculation gives 3.7 eV/Å. Its HOMO energy is -9.53 eV. The gap between HOMO and LUMO is 8.76 eV. The spin multiplicity is 1.

---

Here is a structure of composition C2H3I2NO2 in a non-equilibrium geometry from the Open Molecules 2025 dataset. Energies are from ωB97M-V/def2-TZVPD.

Geometry as XYZ:
```
10
Properties=species:S:1:pos:R:3:nbo_charge:R:1
C 0.0540 0.5822 -0.1053 -0.5033
C -0.8830 -0.9863 0.5321 -0.3110
N 0.1148 -1.8714 -0.0597 0.4744
O 1.2591 -1.8457 0.3432 -0.3832
O -0.2311 -2.4299 -1.0819 -0.3783
I -1.3180 2.3015 0.1307 0.1209
I -2.8336 -1.2033 -0.0764 0.2702
H 0.3050 0.3993 -1.1656 0.2188
H 1.0198 0.6316 0.5661 0.2540
H -0.6557 -0.9424 1.5856 0.2374
```

For the relative energy (zero: lowest compared OMol25 entry of this formula, charge and spin), the calculation gives 87.8 kcal/mol. Its charge is 0. For the total energy, the calculation gives -23904.2737 eV. For the largest force on an atom, the calculation gives 4.5 eV/Å. Its HOMO energy is -9.77 eV. The gap between HOMO and LUMO is 9.33 eV. The spin multiplicity is 1.

---

Here is a cluster of 2 separate species, C2H3I3O2 in total from the Open Molecules 2025 dataset. Energies are from ωB97M-V/def2-TZVPD.

Geometry as XYZ:
```
10
Properties=species:S:1:pos:R:3:nbo_charge:R:1
C 1.0496 -0.3057 -0.3001 -0.4645
C 0.6504 -1.2461 0.5343 0.1646
O -1.2281 2.0442 -0.4057 -0.8941
O 1.3062 -1.6054 1.6390 -0.6788
I 2.7684 0.8306 0.1155 0.1386
I -1.1094 -2.3662 0.0574 0.0915
I -2.9116 1.2901 0.2663 0.4168
H 0.5469 -0.0585 -1.2148 0.2449
H -1.4372 2.5519 -1.1964 0.4812
H 0.7467 -2.0627 2.2790 0.4998
```

For the relative energy (zero: lowest compared OMol25 entry of this formula, charge and spin), the calculation gives 33.6 kcal/mol. Its SMILES is O/C(I)=C\I.OI. Its charge is 0. For the total energy, the calculation gives -30517.4608 eV. For the largest force on an atom, the calculation gives 0.9 eV/Å. Its HOMO energy is -8.58 eV. The gap between HOMO and LUMO is 7.82 eV. The spin multiplicity is 1.

---

Here is the molecule C2H3IN2 in a non-equilibrium geometry from the Open Molecules 2025 dataset. Energies are from ωB97M-V/def2-TZVPD.

Geometry as XYZ:
```
8
Properties=species:S:1:pos:R:3:nbo_charge:R:1
C 0.0175 -0.4805 -0.1396 0.3700
C -1.1019 0.3423 0.2105 -0.7093
N 0.5001 -1.3608 -0.9069 -0.1518
N 1.2750 -0.7085 0.2068 -0.2365
I 3.4307 0.5182 -0.0097 -0.0680
H -0.6248 1.3017 0.4285 0.2653
H -1.7947 -0.1638 0.8749 0.2753
H -1.7020 0.5513 -0.6643 0.2549
```

For the relative energy (zero: lowest compared OMol25 entry of this formula, charge and spin), the calculation gives 57.0 kcal/mol. Its SMILES is CC1=NN1I. Its charge is 0. For the total energy, the calculation gives -13199.3436 eV. For the largest force on an atom, the calculation gives 1.5 eV/Å. Its HOMO energy (alpha / beta) is -8.93 / -8.94 eV. The gap between HOMO and LUMO (alpha / beta) is 7.42 / 8.36 eV. The spin multiplicity is 1.

---

Here is a cluster of 2 separate species, C2H3IN2O in total in a non-equilibrium geometry from the Open Molecules 2025 dataset. Energies are from ωB97M-V/def2-TZVPD.

Geometry as XYZ:
```
9
Properties=species:S:1:pos:R:3:nbo_charge:R:1
C 0.3010 -0.0384 -0.8716 0.2828
C 1.9798 -0.5465 0.3176 0.2896
N -0.0664 0.0978 0.3752 -0.2792
N 1.0356 -0.2011 1.1333 -0.2847
O 1.5548 -0.5930 -0.9491 -0.4019
I -3.8321 1.6701 0.0754 -0.0969
H -3.5219 0.4934 0.9964 0.0972
H -0.2908 0.1148 -1.6737 0.1987
H 2.8399 -0.9973 0.5966 0.1944
```

For the relative energy (zero: lowest compared OMol25 entry of this formula, charge and spin), the calculation gives 33.1 kcal/mol. Its SMILES is c1nnco1.I. Its charge is 0. For the total energy, the calculation gives -15249.2004 eV. For the largest force on an atom, the calculation gives 4.9 eV/Å. Its HOMO energy is -9.88 eV. The gap between HOMO and LUMO is 10.66 eV. The spin multiplicity is 1.

---

Here is a structure of composition C2H3IN2O in a non-equilibrium geometry from the Open Molecules 2025 dataset. Energies are from ωB97M-V/def2-TZVPD.

Geometry as XYZ:
```
9
Properties=species:S:1:pos:R:3:nbo_charge:R:1
C 1.2824 0.4070 0.2321 -0.4267
C 0.0109 0.6303 -0.1369 -0.0873
N -0.9645 -1.8941 -0.0435 0.4084
N -1.1216 -0.0623 0.3306 -0.6698
O 0.1518 -2.0412 -0.2992 -0.1528
I -2.9412 0.6705 -0.0534 0.3238
H 2.1124 0.8423 -0.3477 0.2133
H 1.5108 -0.1376 1.1502 0.1996
H -0.0411 1.5851 -0.8321 0.1915
```

For the relative energy (zero: lowest compared OMol25 entry of this formula, charge and spin), the calculation gives 109.2 kcal/mol. Its charge is 0. For the total energy, the calculation gives -15245.8991 eV. For the largest force on an atom, the calculation gives 4.0 eV/Å. Its HOMO energy (alpha / beta) is -8.30 / -8.30 eV. The gap between HOMO and LUMO (alpha / beta) is 7.36 / 7.36 eV. The spin multiplicity is 1.